# 1
Entry from the Open Molecules 2025 dataset: the molecule C18H24N2O5S in a non-equilibrium geometry (wB97M-V/def2-TZVPD).

Geometry as XYZ:
```
50
Properties=species:S:1:pos:R:3:forces:R:3
H 0.178679 -0.092608 3.668403 -0.096 -0.049 0.044
S -3.171827 0.120440 -2.330987 0.075 0.151 -0.201
C -0.710691 2.314900 -1.108109 0.061 -0.010 -0.174
C -1.908275 -0.417385 1.430860 0.080 -0.133 -0.184
H 1.785870 -1.669895 4.172162 0.012 0.095 0.080
H -2.762759 0.037601 3.344103 0.043 0.021 0.034
H 0.575136 -2.787841 4.812836 -0.045 0.046 0.101
C 3.694185 0.718069 0.078414 0.234 -0.195 0.387
C 0.622251 -2.666486 2.663925 0.148 -0.039 0.312
H 0.024095 -0.372118 -1.724081 0.103 0.040 -0.054
N -1.994579 1.164299 -2.883808 -0.885 -0.562 0.140
H 3.303185 -0.209149 0.511981 0.051 0.159 -0.026
H 1.111650 2.413317 -2.294052 0.017 -0.013 0.019
C 5.023870 0.489776 -0.613722 -0.451 0.139 0.017
H 4.911660 -0.245680 -1.405404 0.048 -0.088 -0.076
H 5.383916 1.417893 -1.048936 0.102 0.070 -0.044
H 3.782942 1.460258 0.879708 -0.051 -0.131 -0.083
H 2.043007 -3.419141 4.047045 -0.032 0.011 -0.041
O 1.119495 1.077935 0.629173 0.014 -0.047 0.180
H -1.084360 -0.346701 -3.911044 0.206 0.065 -0.151
H -1.706929 -2.287298 -1.914833 0.073 -0.111 -0.092
O 0.929902 -3.468048 1.807034 0.081 -0.150 -0.158
H -0.388020 -3.126043 0.040580 -0.007 -0.007 -0.009
H -1.036243 -1.167295 4.393977 0.063 0.101 -0.062
H 1.227402 0.091573 -2.934292 0.003 -0.059 0.018
H -1.500802 3.162907 -2.934797 -0.096 -0.040 0.003
H 5.751910 0.127723 0.106118 0.088 -0.036 0.062
O -4.297264 0.932904 -1.971980 0.194 0.086 0.312
H -1.550789 1.199689 2.797162 0.000 -0.002 0.051
C 0.585300 1.706454 -1.646819 -0.053 -0.176 0.314
O 2.756090 1.200408 -0.889893 0.346 0.015 -0.343
H -2.748875 2.692781 -1.761875 0.122 0.234 -0.031
C -0.800603 0.604560 -3.460228 0.454 -0.523 -0.091
N -0.361960 -1.736519 2.484416 -0.132 -0.064 -0.048
C 0.313914 0.408346 -2.428808 -0.042 0.181 -0.206
C -1.787586 2.409677 -2.191049 -0.034 0.436 0.513
H -0.510947 3.311552 -0.710591 -0.024 0.009 0.069
C -2.505062 -0.636526 -0.851616 -0.362 0.239 -0.651
O -3.325451 -0.886035 -3.339443 0.305 -0.153 0.139
C -1.066743 -1.527966 1.303574 -0.304 0.162 -0.485
C 1.492601 1.314290 -0.492622 -0.333 0.279 -0.161
H -1.060219 1.689339 -0.287014 0.072 0.149 -0.040
C -1.812873 0.142102 2.816588 -0.067 0.022 0.003
H -0.458135 1.281390 -4.251957 -0.070 -0.060 -0.003
C -1.736402 -1.778995 -0.963775 -0.152 -0.060 0.012
C -0.703401 -0.705042 3.460915 0.128 0.283 0.546
H -3.282593 0.897314 0.413304 -0.048 0.159 0.079
C -2.633114 0.038112 0.353725 -0.019 -0.163 0.201
C -1.008160 -2.249513 0.120253 0.090 -0.119 -0.069
C 1.297608 -2.629324 4.015482 0.091 -0.159 -0.151
```
Positions in Å, forces in eV/Å.

- Frontier orbital gap: 8.998 eV
- Highest occupied orbital energy: -8.44 eV
- Net charge: 0
- Max |F|: 0.0206 hartree/bohr
- Multiplicity: 1
- SMILES: CCOC(=O)C1CCN(S(=O)(=O)c2ccc3c(c2)CCN3C(C)=O)CC1
- Energy above the lowest of the compared OMol25 structures with the same formula, charge and spin: 0.107 eV


# 2
Entry from the Open Molecules 2025 dataset: the molecule C3H7F2NS in a non-equilibrium geometry (wB97M-V/def2-TZVPD).

Geometry as XYZ:
```
14
Properties=species:S:1:pos:R:3:forces:R:3
N -0.733429 -0.039831 -1.606468 -1.878 2.248 -0.468
H -1.209840 -1.119084 0.225220 0.565 0.434 -0.792
C -0.618503 0.961877 0.598036 -0.056 -1.939 0.810
F -1.931752 1.390293 0.498423 0.627 -0.373 0.066
H -1.658605 0.503198 -1.487155 1.517 -1.232 -0.921
H -0.090052 0.763684 -1.917168 -0.884 -1.752 0.832
H 1.153957 -1.715301 -0.813218 -0.198 -3.078 -1.581
F 0.147691 1.914025 0.070039 0.688 0.925 -1.063
H -0.296510 0.933016 1.642030 -0.699 -0.344 0.059
C -0.454774 -0.425759 -0.226325 -0.346 2.690 -0.151
H 1.683604 -0.359885 -0.382111 2.776 3.517 -0.540
H 2.000634 -0.419618 1.893678 -0.634 -0.792 0.105
C 0.934417 -0.972283 -0.160132 -3.026 -0.699 4.329
S 1.073162 -1.414331 1.665149 1.550 0.396 -0.684
```
Positions in Å, forces in eV/Å.

- Frontier orbital gap: 10.240 eV
- Highest occupied orbital energy: -9.51 eV
- Net charge: 0
- Max |F|: 0.1036 hartree/bohr
- Multiplicity: 1
- SMILES: N[C@@H](CS)C(F)F
- Energy above the lowest of the compared OMol25 structures with the same formula, charge and spin: 0.120 eV


# 3
Entry from the Open Molecules 2025 dataset: a structure of composition C34H28N5Pd (wB97M-V/def2-TZVPD).

Geometry as XYZ:
```
68
Properties=species:S:1:pos:R:3:forces:R:3
H -1.442941 -0.018851 4.802991 -0.004 -0.007 0.005
H -1.943109 -5.491302 -2.415195 -0.007 -0.012 0.015
N -0.274749 -2.603577 -0.510569 0.098 -0.024 -0.143
C 1.936681 -0.547343 3.110574 -0.143 -0.127 0.143
C -1.152808 3.355706 1.167631 -0.010 0.081 -0.007
C -0.726915 -3.669660 0.138333 0.021 0.071 0.007
C -1.340307 5.734469 1.584207 -0.011 0.002 0.002
C -0.565651 4.598943 1.412131 -0.029 -0.020 -0.034
H -1.207225 2.589480 -1.819823 0.016 0.004 0.023
H 1.628285 1.793951 -4.168839 -0.005 -0.011 -0.033
C 0.121134 -1.323195 -2.513519 0.063 0.276 -0.168
C 0.531803 -0.041616 -4.509633 0.050 0.085 0.006
H 5.652787 -1.337960 2.053057 -0.005 0.005 0.015
C -0.406587 -2.538937 -1.835216 -0.182 -0.308 0.103
H -3.064534 2.183483 -3.387937 0.003 0.010 0.001
C -0.461788 1.069723 0.296957 -0.630 0.159 -0.304
H 0.634899 -0.206540 6.216009 0.001 0.003 0.005
H 0.428097 0.083252 -5.578866 0.013 0.019 -0.006
H 0.514764 4.672703 1.460493 0.009 -0.002 -0.001
H -1.108676 -3.542936 -3.626824 0.010 0.032 -0.008
H -0.518052 -1.885319 -4.493294 -0.010 -0.030 0.033
N 0.738451 -0.381974 -1.777991 0.108 0.112 -0.012
H -1.195375 -0.103645 2.353480 -0.008 -0.012 0.037
H -4.182037 -1.299572 -1.168196 -0.004 -0.010 0.001
H -0.863632 6.689424 1.762556 -0.003 0.007 0.000
H -4.399947 4.325155 1.305005 -0.004 0.006 -0.001
C -0.001657 -1.154578 -3.892476 -0.003 -0.032 0.091
H 6.535801 -2.221216 -0.075240 0.003 0.002 -0.004
C 1.192053 0.903241 -3.740868 -0.044 -0.015 -0.054
H -3.334324 6.526044 1.672341 0.003 0.004 0.004
H 4.933881 -2.642177 -1.967848 -0.002 -0.004 -0.005
C -2.898064 1.502044 -2.563291 -0.012 -0.002 -0.022
H 2.545596 -2.112648 -1.609761 0.008 -0.015 -0.008
C 4.597039 -2.247505 -1.021151 -0.037 -0.012 -0.026
C 3.617913 -1.263262 1.334848 0.108 -0.148 -0.205
C -2.545330 3.274282 1.143377 -0.009 0.012 0.011
H 1.722110 1.421146 -1.725815 0.011 -0.013 -0.014
H 3.912915 -0.788078 3.253579 0.002 0.020 -0.010
H -1.695273 -5.582140 0.079229 -0.007 -0.012 -0.010
C -1.340308 -4.737227 -0.493337 -0.029 -0.015 -0.045
C -1.849764 1.727521 -1.685232 0.003 0.013 -0.003
H 2.797227 -0.583323 5.083816 0.012 0.001 -0.002
C -0.266375 2.185175 1.006986 0.260 -0.072 0.012
H -3.030522 2.319348 0.994249 0.009 -0.025 -0.019
C -3.741726 0.413879 -2.383865 -0.015 -0.028 -0.006
C 1.259301 0.695976 -2.381214 -0.042 -0.035 0.086
C -0.340223 -0.216239 2.999321 0.028 0.006 -0.016
H -4.564822 0.245508 -3.065864 -0.003 -0.002 0.002
C -0.468113 -0.161076 4.361783 -0.031 0.020 -0.016
H -2.288030 -0.928879 0.359507 0.002 0.000 0.016
C -1.476005 -4.681653 -1.870900 -0.016 -0.046 0.048
Pd 0.863197 -0.386194 0.315268 0.372 -0.040 0.034
C -3.320985 4.408756 1.323888 -0.019 -0.013 -0.003
C 4.993133 -1.522153 1.215625 -0.046 -0.026 -0.006
C -3.525377 -0.452371 -1.320635 -0.003 0.016 -0.032
H -0.593744 -3.662841 1.215181 0.013 -0.006 -0.005
C 3.271600 -1.954016 -0.825694 -0.024 -0.076 0.069
H 0.668149 2.272800 1.559587 -0.038 -0.008 0.021
C 0.683710 -0.265903 5.137321 0.012 -0.003 -0.011
C 1.886610 -0.466844 4.511847 -0.024 -0.007 -0.035
C -2.724102 5.643294 1.534972 0.010 0.017 0.004
N 0.844840 -0.382264 2.362608 0.085 -0.027 0.179
C -2.465487 -0.234904 -0.453562 0.017 0.070 0.005
C 5.479648 -2.014172 0.031537 0.020 0.007 0.019
N 2.775893 -1.460923 0.325796 0.021 -0.051 0.090
C -1.618515 0.863677 -0.614021 -0.034 -0.085 0.131
N 3.179541 -0.808091 2.564480 0.064 0.224 0.014
C -1.003967 -3.575884 -2.553920 0.036 0.097 0.045
```
Positions in Å, forces in eV/Å.

- Frontier orbital gap: 7.130 eV
- Highest occupied orbital energy: -9.92 eV
- Net charge: +1
- Max |F|: 0.0139 hartree/bohr
- Multiplicity: 1
- Energy above the lowest of the compared OMol25 structures with the same formula, charge and spin: 0.000 eV


# 4
Entry from the Open Molecules 2025 dataset: a cluster of 2 separate species, C2H8N2S in total in a non-equilibrium geometry (wB97M-V/def2-TZVPD).

Geometry as XYZ:
```
13
Properties=species:S:1:pos:R:3:forces:R:3
H 0.006925 -1.446146 -0.961405 1.592 -1.184 -0.433
H -1.274737 -0.523765 1.066880 -0.301 -0.611 3.131
H -1.642090 -2.257817 -0.493235 1.807 1.340 -0.496
S 2.141114 -0.325214 0.434180 1.153 -1.630 0.569
H -1.618119 0.676497 -0.220682 -0.439 1.048 0.021
N 1.159890 1.920214 0.935947 -1.588 1.479 -2.360
N 0.955811 0.742232 0.215877 -2.042 0.946 -0.589
C -1.033871 -1.336808 -0.903809 -2.940 -0.670 1.812
H 0.432376 2.603681 0.630708 0.926 -0.704 -0.127
H 1.038471 1.920608 1.903481 0.044 -0.894 2.232
H -1.502569 -1.230477 -1.880204 0.314 0.804 -0.055
H 2.499433 -0.532010 -0.843045 0.011 0.025 -0.181
C -1.162633 -0.210994 0.115307 1.463 0.050 -3.523
```
Positions in Å, forces in eV/Å.

- Frontier orbital gap (spin up / spin down): 8.538 / 7.662 eV
- Highest occupied orbital energy (spin up / spin down): -7.83 / -7.53 eV
- Net charge: 0
- Max |F|: 0.0742 hartree/bohr
- Multiplicity: 1
- Energy above the lowest of the compared OMol25 structures with the same formula, charge and spin: 4.585 eV


# 5
Entry from the Open Molecules 2025 dataset: a cluster of 2 separate species, C6H10F3P in total in a non-equilibrium geometry (wB97M-V/def2-TZVPD).

Geometry as XYZ:
```
20
Properties=species:S:1:pos:R:3:forces:R:3
C 0.882543 1.209850 0.281073 -1.133 -0.832 2.041
H 1.837239 1.563829 -0.146292 -0.118 -0.549 0.369
F -3.554250 -0.008925 -1.589534 0.321 -0.052 0.400
C 1.003799 -1.540213 -0.001248 0.991 -0.753 -0.859
P 0.160148 -0.120570 -0.822463 -1.539 -0.280 1.543
C -3.381664 -0.167943 -0.280455 -0.569 0.218 0.383
H 0.998745 0.675166 1.428141 -0.095 1.941 -3.245
C 2.406358 -1.785933 -0.715826 -3.671 1.812 -0.634
H 2.898300 -0.844865 -0.679200 0.822 0.690 -0.474
H 0.369158 -2.408692 -0.086605 -0.151 -0.392 -0.137
F -2.097804 -0.540234 1.653899 -0.470 0.125 -0.482
H 2.981186 -2.495677 -0.284452 1.667 -2.228 1.912
H 2.196735 -2.152749 -1.699668 0.164 0.284 -0.889
C -0.125301 2.414813 0.279307 2.096 -0.628 2.630
H -1.048863 1.991161 0.597790 -0.958 0.217 0.233
F -4.575851 -0.046985 0.337738 0.767 -0.267 -0.244
H 1.228528 -1.412733 1.039472 -0.306 0.426 0.651
C -2.220402 -0.382059 0.315314 2.905 0.371 -0.996
H 0.246807 3.171379 1.027040 -0.583 -0.635 -0.723
H -0.205413 2.881382 -0.654036 -0.140 0.531 -1.479
```
Positions in Å, forces in eV/Å.

- Frontier orbital gap: 8.689 eV
- Highest occupied orbital energy: -9.23 eV
- Net charge: 0
- Max |F|: 0.0806 hartree/bohr
- Multiplicity: 1
- Energy above the lowest of the compared OMol25 structures with the same formula, charge and spin: 2.513 eV


# 6
Entry from the Open Molecules 2025 dataset: the molecule C6H9N (wB97M-V/def2-TZVPD).

Geometry as XYZ:
```
16
Properties=species:S:1:pos:R:3:forces:R:3
H 0.256108 -1.697958 0.819616 -0.331 -0.008 -0.201
H -1.006729 -1.623412 2.169864 0.372 0.056 0.320
H -1.166924 0.013115 -2.630679 0.035 -0.083 0.159
H 2.658079 0.343266 1.114358 0.434 0.012 -0.067
C -1.018197 0.611420 -0.471352 -0.188 0.233 0.048
H 1.212275 1.407858 1.345434 -0.399 -0.377 -0.224
H -1.829435 0.440101 1.512281 -0.315 -0.027 0.050
H 2.128706 -0.128661 -1.194170 -0.248 -0.203 0.189
C -1.114014 -0.034165 0.857787 -0.301 -0.755 0.004
C -0.570256 -1.175187 1.288529 -0.277 0.359 -0.034
N 0.229062 0.758982 -1.189789 0.429 0.294 -0.021
H -0.511523 -1.283564 -1.487834 0.003 0.238 0.009
H -1.699104 1.450349 -0.600579 0.110 -0.109 -0.003
C 1.738201 0.710573 0.700959 0.456 0.405 -0.240
C -0.708106 -0.226271 -1.673559 0.001 -0.064 -0.205
C 1.418205 0.394139 -0.553773 0.218 0.030 0.215
```
Positions in Å, forces in eV/Å.

- Frontier orbital gap: 9.576 eV
- Highest occupied orbital energy: -8.36 eV
- Net charge: 0
- Max |F|: 0.0158 hartree/bohr
- Multiplicity: 1
- SMILES: C=C[C@@H]1CN1C=C
- Energy above the lowest of the compared OMol25 structures with the same formula, charge and spin: 3.051 eV


Repeat the fourth record exactly.
Entry from the Open Molecules 2025 dataset: a cluster of 2 separate species, C2H8N2S in total in a non-equilibrium geometry (wB97M-V/def2-TZVPD).

Geometry as XYZ:
```
13
Properties=species:S:1:pos:R:3:forces:R:3
H 0.006925 -1.446146 -0.961405 1.592 -1.184 -0.433
H -1.274737 -0.523765 1.066880 -0.301 -0.611 3.131
H -1.642090 -2.257817 -0.493235 1.807 1.340 -0.496
S 2.141114 -0.325214 0.434180 1.153 -1.630 0.569
H -1.618119 0.676497 -0.220682 -0.439 1.048 0.021
N 1.159890 1.920214 0.935947 -1.588 1.479 -2.360
N 0.955811 0.742232 0.215877 -2.042 0.946 -0.589
C -1.033871 -1.336808 -0.903809 -2.940 -0.670 1.812
H 0.432376 2.603681 0.630708 0.926 -0.704 -0.127
H 1.038471 1.920608 1.903481 0.044 -0.894 2.232
H -1.502569 -1.230477 -1.880204 0.314 0.804 -0.055
H 2.499433 -0.532010 -0.843045 0.011 0.025 -0.181
C -1.162633 -0.210994 0.115307 1.463 0.050 -3.523
```
Positions in Å, forces in eV/Å.

- Frontier orbital gap (spin up / spin down): 8.538 / 7.662 eV
- Highest occupied orbital energy (spin up / spin down): -7.83 / -7.53 eV
- Net charge: 0
- Max |F|: 0.0742 hartree/bohr
- Multiplicity: 1
- Energy above the lowest of the compared OMol25 structures with the same formula, charge and spin: 4.585 eV


Q: What is the net charge in the first record?
A: 0


Q: Which formula does entry 1 have?
A: C18H24N2O5S


Q: Number 5 is which compound?
A: C6H10F3P